A single C4H10N2S2 molecule in a non-equilibrium geometry, computed with wB97M-V/def2-TZVPD.

The relative energy (zero: lowest compared OMol25 entry of this formula, charge and spin) is 3.359 eV. As for the SMILES: CS/C(=N/N)[C@H](C)S. The value obtained for the HOMO-LUMO gap is 0.316 Eh. The LUMO energy is 0.025 Eh. For the HOMO energy, the calculation gives -7.9 eV.

XYZ file:
```
18
Properties=species:S:1:pos:R:3:forces:R:3:nbo_charge:R:1
C -0.98825 -1.73380 2.22935 -0.3429 2.8901 0.7199 -0.754
C 0.16785 -0.14617 0.01367 -0.7021 -2.9290 2.0892 0.019
C 0.02728 0.81513 -1.02995 0.8673 1.7797 -2.9258 -0.329
C -1.36812 1.46618 -1.21732 2.0775 4.1872 2.0611 -0.631
H -0.32819 -2.64713 2.09407 -1.1014 1.3722 0.4659 0.256
H -2.04290 -1.77933 2.58046 0.5388 -1.4145 -0.4343 0.238
H -0.74567 -0.88336 2.99781 0.9494 -2.0245 -1.1969 0.233
H 3.11994 -0.27264 0.81952 -1.6446 1.4495 -2.5500 0.395
H 2.23616 0.90516 -0.35504 1.0797 -0.8210 0.9635 0.347
H 0.96091 1.47496 -0.93489 -2.1681 0.2570 -0.2191 0.209
H -2.14365 0.84359 -1.37643 -2.1997 -2.8158 -0.2521 0.228
H -1.66580 2.11579 -0.30437 0.6604 -1.2786 -1.0716 0.225
H -1.52434 2.20624 -2.01375 1.0722 -0.2472 -0.2300 0.231
H 1.47877 -0.86893 -1.94703 -1.5447 1.3634 -1.8501 0.177
N 1.26553 -0.67829 0.42619 -1.5452 1.1530 0.6023 -0.275
N 2.39592 -0.05119 0.02126 2.6382 -1.0177 1.2725 -0.663
S -1.36485 -0.72858 0.71911 0.0826 -0.7457 -0.1255 0.208
S 0.51941 -0.03763 -2.72265 1.2826 -1.1582 2.6807 -0.114
```
Forces are in eV/Å.